# 1
A molecular structure, C35H45ClN3OPReS at a distorted geometry, computed with the ωB97M-V functional and the def2-TZVPD basis.

Last column: Mulliken charge in e.
Positions of all 88 atoms, in Å:
Re  0.1269  -0.4716  0.2699  -0.15
Cl  2.0007  0.2691  2.0565  -0.13
C  3.5134  -0.1015  1.3131  0.88
C  4.6047  -0.4738  2.0726  -0.57
C  5.8208  -0.6638  1.4322  -0.62
C  5.9319  -0.4922  0.0618  -0.88
C  4.8261  -0.1321  -0.6880  -0.41
C  3.5988  0.0675  -0.0654  -0.68
P  2.0880  0.5476  -0.9719  1.48
C  2.2416  2.3702  -0.9568  1.01
C  1.5537  3.1301  -1.9039  -0.73
C  1.6729  4.5078  -1.9067  -1.03
C  2.4526  5.1464  -0.9559  -0.69
C  3.1173  4.3988  0.0036  -0.77
C  3.0163  3.0181  0.0065  -0.67
C  2.5159  -0.0047  -2.6558  0.31
C  2.9457  0.8441  -3.6718  -0.45
C  3.3014  0.3148  -4.9005  -0.78
C  3.2278  -1.0493  -5.1244  -0.69
C  2.8121  -1.8994  -4.1115  -0.71
C  2.4640  -1.3818  -2.8783  -0.35
H  4.5189  -0.6025  3.1396  0.53
H  6.6863  -0.9334  2.0152  0.43
H  6.8840  -0.6377  -0.4251  0.46
H  4.9141  0.0158  -1.7553  0.53
H  0.9226  2.6490  -2.6372  0.69
H  1.1606  5.0862  -2.6583  0.47
H  2.5468  6.2218  -0.9651  0.43
H  3.7241  4.8914  0.7477  0.47
H  3.5570  2.4551  0.7561  0.41
H  3.0185  1.9083  -3.5040  0.53
H  3.6491  0.9752  -5.6790  0.47
H  3.4985  -1.4513  -6.0870  0.44
H  2.7715  -2.9634  -4.2810  0.50
H  2.1703  -2.0504  -2.0757  0.40
S  -0.9824  1.0314  -1.8928  -0.46
C  -0.9353  -0.5989  -2.4115  0.87
C  -1.2782  -1.0569  -3.6853  -1.09
C  -1.1890  -2.4034  -3.9457  -0.35
C  -0.7874  -3.2758  -2.9303  -1.11
C  -0.4757  -2.7648  -1.6915  -0.37
N  -0.5298  -1.4517  -1.4445  0.91
H  -1.6063  -0.3460  -4.4283  0.57
H  -1.4403  -2.7856  -4.9233  0.51
H  -0.7189  -4.3340  -3.1172  0.51
H  -0.1838  -3.3942  -0.8605  0.54
N  -3.7965  3.3171  3.1493  -0.13
C  -2.3109  3.2475  3.0097  -0.95
C  -1.9276  2.2136  1.9292  -0.66
N  -0.5143  1.9302  1.8414  -0.12
H  -4.0788  3.9346  3.9244  0.42
H  -4.1753  2.3720  3.3212  0.22
H  -4.2182  3.6733  2.2797  0.38
H  -1.8882  2.9510  3.9727  0.43
H  -1.9399  4.2413  2.7526  0.38
H  -2.2538  2.5431  0.9417  0.46
H  -2.4264  1.2628  2.1401  0.13
H  -0.1271  1.6811  2.7464  0.33
H  0.0049  2.7138  1.4603  0.13
C  -5.2315  -0.5950  1.8163  -1.58
C  -4.5437  -0.4342  0.4577  1.91
C  -4.8317  0.9468  -0.1492  -1.26
C  -5.0415  -1.5242  -0.4978  -1.74
C  -3.0941  -0.5533  0.5905  0.23
C  -1.8818  -0.5797  0.6581  0.28
H  -6.3005  -0.4393  1.7043  0.43
H  -4.8457  0.1145  2.5481  0.18
H  -5.0678  -1.5958  2.2036  0.39
H  -5.8784  1.0288  -0.4275  0.50
H  -4.2201  1.0942  -1.0358  0.29
H  -4.5968  1.7375  0.5605  -0.01
H  -6.1193  -1.4516  -0.6182  0.48
H  -4.8052  -2.5111  -0.1111  0.36
H  -4.5765  -1.4122  -1.4728  0.32
C  -0.3723  -1.7755  3.5428  -1.20
C  -0.0478  -2.7999  2.4289  1.54
C  0.9568  -3.8523  2.9354  -1.83
C  -1.3534  -3.5085  2.0178  -1.36
O  0.5347  -2.1468  1.3558  -0.52
H  -1.0055  -2.2264  4.2996  0.54
H  -0.9013  -0.9348  3.0877  0.00
H  0.5435  -1.4205  4.0092  0.30
H  0.6487  -4.2219  3.9090  0.42
H  1.9518  -3.4213  3.0180  0.33
H  1.0006  -4.6911  2.2444  0.41
H  -1.7741  -4.0094  2.8840  0.55
H  -1.1608  -4.2511  1.2475  0.34
H  -2.0642  -2.7796  1.6373  -0.01

Values from the calculation:
spin multiplicity	2
HOMO level (spin up / spin down)	-12.73 / -12.66	eV
total charge	+2
DFT total energy	-2877.6273	Eh
⟨S²⟩	1.217



# 2
2 unconnected molecules or ions with the total composition C35H45N3O5 at a distorted geometry, computed with the ωB97M-V functional and the def2-TZVPD basis.

Last column: Mulliken charge in e.
Positions of all 88 atoms, in Å:
C  4.8404  2.3139  0.5148  -1.35
C  3.8228  1.5160  1.3178  -0.16
C  2.8969  0.7084  0.4199  -0.03
C  1.6944  0.0978  1.1206  -1.07
C  1.9099  -1.0384  2.0851  1.16
C  1.2179  -0.7083  3.3313  0.20
O  1.6946  -0.7376  4.4780  -0.70
O  0.0049  -0.1332  3.1316  -0.29
C  -0.6976  0.1712  4.3615  -0.15
C  -1.6737  1.2877  4.1067  -1.32
C  1.9976  -2.3021  1.3922  -0.24
O  1.6570  -3.4355  1.7362  -0.76
O  2.4584  -2.0381  0.1401  0.13
C  2.5880  -3.1378  -0.7693  -0.08
C  2.7401  -2.5608  -2.1521  -1.30
H  5.5191  2.8236  1.1949  0.41
H  5.4313  1.6729  -0.1420  0.22
H  4.3557  3.0766  -0.0993  0.37
H  4.3203  0.8158  2.0003  0.19
H  3.2300  2.1952  1.9441  0.26
H  2.4669  1.3342  -0.3745  0.42
H  3.4459  -0.1012  -0.0719  -0.19
H  1.1726  0.8937  1.6619  0.42
H  1.0102  -0.2772  0.3417  0.21
H  -1.1920  -0.7619  4.6698  0.22
H  0.0282  0.4759  5.1274  0.34
H  -2.3216  1.3722  4.9815  0.41
H  -1.1344  2.2375  4.0046  0.30
H  -2.2850  1.1318  3.2128  0.32
H  3.4741  -3.7154  -0.4728  -0.03
H  1.6955  -3.7677  -0.6935  0.39
H  2.9581  -3.3645  -2.8588  0.45
H  1.8096  -2.0799  -2.4668  0.34
H  3.5448  -1.8211  -2.2069  0.22
C  8.4973  -6.7873  1.9580  -1.01
N  7.7531  -5.5544  1.8902  0.30
C  8.0426  -4.5986  0.9543  0.50
O  8.9459  -4.6652  0.1222  -0.70
C  7.0396  -3.4625  1.1589  0.00
C  6.3374  -2.9800  -0.1205  1.19
C  7.3021  -2.3689  -1.0722  -0.16
C  8.0362  -1.2015  -0.9155  -0.69
N  8.9162  -1.0805  -1.9754  -0.01
C  8.7396  -2.1462  -2.8514  -0.50
C  9.4220  -2.4984  -4.0100  -0.83
C  9.0576  -3.6958  -4.6433  -0.50
C  8.0663  -4.5315  -4.1017  -0.91
C  7.4052  -4.1919  -2.9169  -0.23
C  7.7207  -2.9800  -2.3076  0.76
N  6.1152  -4.0427  2.1245  0.53
C  5.0121  -3.3675  2.4938  -0.21
C  4.0795  -3.8778  3.3690  0.03
C  2.8609  -3.3483  3.7730  -0.96
C  2.0433  -4.1367  4.6907  0.41
C  1.0642  -3.5140  5.4901  -0.10
C  0.4525  -4.1650  6.5510  -0.88
C  0.7453  -5.5137  6.8108  -0.32
C  1.6593  -6.1839  5.9901  -0.86
C  2.2711  -5.5234  4.9266  -0.08
C  6.4981  -5.3744  2.6059  0.17
C  5.4836  -6.4550  2.1846  -1.40
C  6.7837  -5.4602  4.1193  -1.57
H  9.3928  -6.6787  1.3445  0.38
H  8.7774  -6.9946  2.9962  0.28
H  7.8922  -7.6231  1.5845  0.32
H  7.5791  -2.6012  1.6066  0.21
H  5.8335  -3.8391  -0.5938  0.18
H  5.5489  -2.2524  0.1353  -0.56
H  7.9996  -0.4939  -0.0950  0.49
H  9.6007  -0.3393  -2.0853  0.23
H  10.2035  -1.8442  -4.3876  0.39
H  9.5560  -3.9911  -5.5654  0.37
H  7.8095  -5.4598  -4.6143  0.38
H  6.6638  -4.8490  -2.4585  0.43
H  4.9021  -2.3743  2.0610  0.95
H  4.3695  -4.8290  3.8035  -0.45
H  2.6779  -2.2862  3.7530  0.78
H  0.8231  -2.4757  5.2694  0.49
H  -0.2363  -3.6089  7.1868  0.42
H  0.2776  -6.0281  7.6503  0.37
H  1.9241  -7.2266  6.1804  0.40
H  2.9301  -6.1034  4.2759  0.35
H  5.4924  -6.5565  1.0896  0.38
H  5.7828  -7.4036  2.6496  0.47
H  4.4672  -6.2139  2.5026  0.26
H  7.7206  -4.9340  4.3440  0.40
H  5.9795  -5.0424  4.7262  0.31
H  6.9056  -6.5168  4.3887  0.46

Values from the calculation:
HOMO level	-6.35	eV
total charge	0
DFT total energy	-1901.0748	Eh



The highest DFT total energy belongs to which entry? C35H45N3O5



The lowest DFT total energy belongs to which entry? C35H45ClN3OPReS



Which of these has the highest DFT total energy? C35H45N3O5



Which formula does entry 2 have? C35H45N3O5